(1)
The following is a DFT calculation (ωB97M-V with the def2-TZVPD basis set) of a structure of composition C38H32BrCl4GeN2O2PdSSi.

The total charge is -1. The HOMO-LUMO gap is 6.989 eV. As for the strongest force on any atom: 0.0388 hartree/bohr. For the energy above the lowest of the compared OMol25 structures with the same formula, charge and spin, the calculation gives 32.2 kcal per mole.

XYZ file:
```
83
Properties=species:S:1:pos:R:3:mulliken_charge:R:1
Pd -0.6325 -0.3628 0.1856 -0.1728
C -5.6073 3.1774 -3.5435 -1.1665
Si -4.5184 1.6556 -3.3680 0.0848
C -5.6261 0.2472 -2.8711 -1.0025
C -3.7691 1.3022 -5.0409 -0.9502
C -3.1198 2.1193 -2.2043 0.0998
C -2.6885 3.4292 -2.1681 0.0574
C -1.6015 3.8233 -1.3832 -1.3920
C -0.9862 2.8457 -0.6329 0.0378
N -1.3668 1.5751 -0.6350 0.0162
C -2.4014 1.1713 -1.4174 0.7844
S -2.6921 -0.5150 -1.4242 -0.4737
H -6.5067 2.9258 -4.1119 0.3258
H -5.1027 3.9905 -4.0715 0.3193
H -5.9199 3.5577 -2.5673 0.3560
H -6.5668 0.3282 -3.4253 0.3288
H -5.8461 0.2620 -1.8017 0.3338
H -5.1586 -0.7123 -3.0868 0.2904
H -4.5373 1.0956 -5.7918 0.3418
H -3.1070 0.4344 -4.9775 0.2142
H -3.1766 2.1551 -5.3823 0.3203
H -3.1984 4.1803 -2.7644 0.2544
H -1.2501 4.8447 -1.3576 0.4171
H -0.1292 3.0920 -0.0111 0.2773
Cl 1.9777 -1.7352 7.0744 -0.2469
C 1.5332 -1.8269 5.4016 0.3958
C 1.5025 -3.0502 4.7369 0.3549
Cl 1.8888 -4.5056 5.5953 -0.2380
C 1.1741 -3.1068 3.3911 0.4107
Cl 1.0901 -4.6160 2.5443 -0.2278
C 0.9130 -1.9430 2.6270 -0.4694
O 0.7312 -1.9588 1.3671 0.6129
C 0.8886 -0.7298 3.3474 -0.6853
O 0.4834 0.4200 2.7474 -0.4515
C 1.2027 -0.6727 4.6924 0.1089
Cl 1.2023 0.8739 5.4805 -0.2240
Br -3.2311 -5.5148 1.5685 -0.2006
C -3.2374 -3.6800 2.0177 -0.5176
C -4.1798 -3.1727 2.8909 -0.0093
C -4.1320 -1.8243 3.1862 -0.8769
C -3.1391 -1.0501 2.5924 -0.5042
N -2.2430 -1.5411 1.7515 0.3153
C -2.2839 -2.8356 1.4628 -0.0669
H -4.9295 -3.8200 3.3274 0.4130
H -4.8423 -1.3733 3.8655 0.3965
H -3.0655 0.0124 2.7987 0.4994
H -1.5335 -3.2123 0.7789 0.4524
C 0.6392 0.6884 1.3884 -0.6646
Ge 2.2321 0.1419 0.3945 2.4857
C 1.4457 -0.3958 -1.3086 -0.2740
C 0.9665 -1.6871 -1.5722 1.3162
C 0.3516 -1.9879 -2.7845 -1.2149
C 0.1843 -1.0109 -3.7468 -0.3760
C 0.6479 0.2782 -3.5039 -0.8257
C 1.2770 0.5756 -2.3076 -0.6242
C 3.5121 -1.0491 1.2241 0.2313
C 3.6853 -2.3803 0.8489 -0.0006
C 4.5439 -3.2084 1.5583 -0.6109
C 5.2379 -2.7189 2.6572 -0.5268
C 5.0900 -1.3917 3.0310 -0.7291
C 4.2379 -0.5626 2.3114 -0.6231
C 3.3373 1.6812 -0.1383 -0.5149
C 4.3988 1.4804 -1.0244 -0.3496
C 5.1893 2.5378 -1.4491 -0.7240
C 4.9334 3.8259 -0.9911 -0.4263
C 3.8923 4.0449 -0.1032 -0.7937
C 3.1041 2.9768 0.3181 -0.3095
H 0.3016 1.7086 1.2446 0.4379
H 1.1251 -2.4733 -0.8457 0.1970
H -0.0185 -2.9910 -2.9595 0.3630
H -0.3126 -1.2444 -4.6806 0.3726
H 0.5125 1.0545 -4.2481 0.3919
H 1.6510 1.5807 -2.1476 0.2514
H 3.1286 -2.7848 0.0138 0.2241
H 4.6501 -4.2469 1.2692 0.4244
H 5.8869 -3.3742 3.2254 0.3733
H 5.6262 -1.0037 3.8883 0.3942
H 4.1283 0.4741 2.6154 0.3480
H 4.6103 0.4803 -1.3907 0.3582
H 6.0062 2.3604 -2.1386 0.3900
H 5.5465 4.6539 -1.3259 0.3677
H 3.6919 5.0448 0.2631 0.3967
H 2.2980 3.1626 1.0214 0.3209
```

(2)
The following is a DFT calculation (ωB97M-V with the def2-TZVPD basis set) of a structure of composition C38H32BrCl5N7O5SZn.

The total charge is -1. The HOMO-LUMO gap is 5.845 eV. As for the strongest force on any atom: 0.1356 hartree/bohr.

XYZ file:
```
90
Properties=species:S:1:pos:R:3:mulliken_charge:R:1
Zn 0.4503 0.0907 0.1789 -0.0680
C -3.7673 0.9980 -4.1257 -1.0182
O -3.8462 1.4233 -2.7770 -0.1746
C -3.7918 2.7516 -2.5263 1.1365
C -3.7118 3.7391 -3.5007 -0.6576
C -3.7849 5.0762 -3.1288 -0.7075
C -3.9575 5.4354 -1.8035 -0.7950
C -4.0196 4.4445 -0.8312 -0.2012
C -3.9002 3.1130 -1.1749 -0.1692
N -3.9075 2.0786 -0.1776 -0.2104
C -2.7816 1.2312 -0.0583 -0.7678
N -3.1266 -0.0779 -0.0364 0.1146
C -2.3701 -1.2726 0.0483 2.7603
C -0.9920 -1.3645 0.2407 -2.4565
C -0.4925 -2.6764 0.3537 -0.3283
C -1.2838 -3.8065 0.2837 -1.6005
C -2.6490 -3.6853 0.0447 -0.4528
C -3.1838 -2.4200 -0.0731 1.1301
O -4.5260 -2.1831 -0.3107 -0.4525
C -5.3335 -3.2954 -0.6155 -1.0444
N -1.5644 1.6379 0.0120 0.8493
C -1.2630 2.9928 0.2429 1.1258
C -1.8726 3.7705 1.2239 -0.8068
C -1.4186 5.0487 1.5091 -0.7772
C -0.3456 5.5898 0.8187 -0.8390
C 0.3190 4.8150 -0.1197 -0.6152
C -0.1616 3.5504 -0.4165 -0.5864
O 0.6481 2.6647 -1.0405 -0.4406
C 2.4300 0.0332 -1.5207 -0.1301
H -3.7222 -0.0865 -4.0924 0.2212
H -2.8678 1.3738 -4.6082 0.3496
H -4.6531 1.3205 -4.6836 0.3549
H -3.5933 3.4733 -4.5412 0.3904
H -3.7277 5.8394 -3.8952 0.3885
H -4.0321 6.4770 -1.5216 0.4009
H -4.1618 4.7025 0.2084 0.4015
H -4.7686 1.5525 -0.2313 0.3791
H -4.0875 -0.2718 -0.2624 0.4708
H 0.5700 -2.8017 0.5172 0.0704
H -0.8484 -4.7908 0.4108 0.4423
H -3.2713 -4.5659 -0.0276 0.3720
H -6.3241 -2.9044 -0.8383 0.2697
H -5.4054 -3.9854 0.2297 0.3366
H -4.9527 -3.8348 -1.4876 0.4070
H -2.6620 3.3228 1.8141 0.5352
H -1.8819 5.6159 2.3071 0.4476
H 0.0173 6.5792 1.0639 0.3954
H 1.2274 5.1524 -0.6015 0.4609
H 2.5428 2.2538 -2.1567 -0.0085
H 0.9531 1.1147 -2.5162 -0.8523
H 2.3235 1.5916 -0.2360 0.7106
Br 0.7919 0.9250 7.9617 -0.2406
C 0.3422 0.5772 6.1479 0.1291
C -0.5348 -0.4533 5.8531 -0.4517
N -0.8956 -0.7389 4.6074 -0.5326
C -0.3773 -0.0049 3.6222 -0.6917
C 0.4972 1.0554 3.8315 0.6124
C 0.8628 1.3550 5.1348 -0.9457
C 1.0104 1.9355 2.7047 -0.2169
O 1.4352 3.0460 3.0028 -0.7617
O 0.9313 1.4642 1.5210 0.9047
H -0.9635 -1.0598 6.6429 0.3825
H -0.6761 -0.2772 2.6169 0.8615
H 1.5312 2.1841 5.3215 0.5675
C 2.5748 3.2939 -4.6633 -1.1096
C 1.0924 2.9991 -4.8648 -0.4450
C 0.5835 1.6476 -4.4583 0.6321
N -0.5358 1.4385 -3.8569 -0.1011
N -0.7078 0.1302 -3.4651 -0.1765
C 0.2818 -0.6300 -3.8288 0.4342
N 0.3511 -1.9633 -3.5477 -0.5172
S 1.4748 0.1874 -4.8058 -0.1887
H 2.7759 4.3272 -4.9428 0.3714
H 3.1837 2.6542 -5.3055 0.3775
H 2.9072 3.1363 -3.6371 0.2639
H 0.8925 3.1091 -5.9364 0.3987
H 0.4694 3.7218 -4.3354 0.2380
H -0.1923 -2.2043 -2.7242 0.2411
H 1.2944 -2.3181 -3.4899 0.3202
Cl 2.2236 -2.0914 2.9162 -0.1932
C 3.0226 -1.8490 1.3708 1.5135
C 2.3190 -1.2078 0.3872 -2.2467
C 3.0677 -0.9841 -0.8263 0.9229
Cl 1.6642 1.4570 -1.4386 0.3783
C 4.3861 -1.3940 -0.9803 -0.3287
Cl 5.2285 -0.9746 -2.4529 -0.2497
C 5.0230 -2.0839 0.0508 0.7175
Cl 6.6506 -2.6324 -0.1623 -0.2315
C 4.3562 -2.2962 1.2434 -0.1669
Cl 5.1614 -3.0923 2.5556 -0.2318
```